C4H8NO2S | wB97M-V/def2-TZVPD

Each line ends with the Mulliken charge.
Atoms and positions in Å:
C  0.49578  -2.51028  -1.15381  -0.89
S  -0.30798  -1.78395  0.22317  -0.05
C  0.03567  -0.12141  0.11359  0.18
C  0.46004  0.81387  -0.75692  -0.14
O  0.27589  2.06379  -0.37330  -0.27
C  -0.61245  2.04521  0.68683  0.14
O  -1.93086  2.40254  0.24690  -0.51
N  -0.67910  0.67309  1.23923  -0.20
H  0.59089  -3.55983  -0.83490  0.36
H  1.47119  -2.09964  -1.46724  0.32
H  -0.06234  -2.34715  -2.05663  0.33
H  0.92123  0.65450  -1.81435  0.33
H  -0.21904  2.73099  1.49250  0.34
H  -2.03325  3.27735  -0.01124  0.33
H  -1.61782  0.42378  1.23412  0.34
H  -0.22291  0.55797  2.20387  0.40

Output
HOMO energy: -12.51 eV
Energy: -20689.24671 eV
Net charge: +1
Orbital gap: 9.0514 eV
Energy above the lowest of the compared OMol25 structures with the same formula, charge and spin: 0.000 eV
Largest force on an atom: 5.054 eV/Å



C24H27N10PReS3 | wB97M-V/def2-TZVPD

Each line ends with the Mulliken charge.
Atoms and positions in Å:
Re  -0.53600  -0.00485  -0.57707  0.47
C  -1.32631  -1.59253  4.70684  -0.90
N  -1.55398  -0.91918  3.43614  0.19
C  -2.47674  0.06800  3.22767  -0.66
C  -2.36156  0.44490  1.92478  -0.54
N  -1.37613  -0.30370  1.34445  0.38
C  -0.89170  -1.12450  2.28002  0.15
P  0.41389  -2.37865  2.00554  -0.52
C  1.60985  -1.19987  1.28092  -0.06
N  1.32384  -0.23514  0.40192  1.12
C  2.45731  0.50979  0.23435  -0.86
C  3.44365  -0.02096  1.01035  -0.58
N  2.89596  -1.08578  1.66883  0.13
C  3.59922  -1.93023  2.62678  -0.84
C  -0.30945  -2.99140  0.43697  0.11
N  -0.59642  -2.21563  -0.60798  0.09
C  -1.22295  -2.99599  -1.54050  -0.63
C  -1.29004  -4.26864  -1.05821  -0.80
N  -0.72190  -4.25043  0.18639  0.09
C  -0.59465  -5.42750  1.03540  -0.89
H  -1.32090  -0.85695  5.50753  0.38
H  -2.11372  -2.31811  4.90542  0.33
H  -0.36630  -2.09899  4.69125  0.37
H  -3.13509  0.40723  4.00841  0.51
H  -2.89577  1.20015  1.37511  0.55
H  2.48604  1.36537  -0.41887  0.58
H  4.46219  0.28886  1.16782  0.53
H  4.66615  -1.75622  2.52946  0.34
H  3.29548  -1.69372  3.64547  0.32
H  3.39742  -2.98026  2.42909  0.37
H  -1.56477  -2.59408  -2.47951  0.55
H  -1.71395  -5.16441  -1.47960  0.50
H  -0.01849  -6.19355  0.52047  0.36
H  -0.09183  -5.16821  1.96277  0.33
H  -1.58057  -5.82895  1.26167  0.36
C  1.77089  -1.43084  -2.80898  -1.19
C  1.01178  -0.26457  -3.36440  0.99
C  1.09284  0.00392  -4.74258  -1.10
C  0.46930  1.09818  -5.27113  -0.83
C  -0.17474  2.01374  -4.41290  0.92
C  -0.75835  3.21040  -4.87897  -0.88
C  -1.29637  4.10273  -3.99175  -0.83
C  -1.26412  3.83853  -2.61568  -0.37
C  -0.73070  2.66394  -2.13332  0.70
S  -0.59470  2.36996  -0.40898  -0.48
C  -0.19757  1.71000  -3.03377  -0.46
N  0.32194  0.52810  -2.54660  0.17
H  1.97396  -2.16275  -3.58668  0.50
H  1.23874  -1.91595  -1.99654  0.10
H  2.72599  -1.07396  -2.41509  0.25
H  1.64439  -0.68246  -5.36892  0.50
H  0.49630  1.28778  -6.33706  0.48
H  -0.76044  3.41215  -5.94198  0.43
H  -1.73297  5.02610  -4.34738  0.42
H  -1.66897  4.55550  -1.91324  0.49
N  -0.49611  4.84305  2.33586  -0.32
C  0.30773  4.15101  3.15340  0.57
N  1.02267  4.83543  4.05001  -0.41
S  0.39704  2.46750  3.07041  -0.41
H  -0.54956  5.84788  2.36076  0.20
H  -0.97551  4.34615  1.60931  0.16
H  0.96449  5.83749  4.12468  0.19
H  1.59897  4.34222  4.70524  0.20
S  -4.42607  0.19606  -3.18817  -0.27
C  -3.17803  0.11189  -2.23582  0.66
N  -2.22456  0.04496  -1.51984  -0.20

Output
<S²>: 3.7898
HOMO energy (alpha / beta): -12.54 / -12.56 eV
Energy: -84143.18518 eV
2S+1: 4
Net charge: +2
Orbital gap (alpha / beta): 7.3286 / 5.9254 eV
Energy above the lowest of the compared OMol25 structures with the same formula, charge and spin: 0.000 eV
Largest force on an atom: 0.802 eV/Å



ClH2NO2Si | wB97M-V/def2-TZVPD

Each line ends with the Mulliken charge.
Atoms and positions in Å:
N  1.28395  -3.77989  -0.20855  0.47
O  0.02709  -0.35283  0.25411  -0.41
O  1.79372  -2.84860  -0.57630  0.16
Si  -0.55241  1.07427  0.02275  0.34
Cl  -1.11931  2.17180  1.77782  -0.34
H  0.43808  2.10642  -0.60232  -0.11
H  -1.87113  1.62883  -0.66751  -0.10

Output
HOMO energy (alpha / beta): -8.63 / -8.52 eV
Energy: -26012.95284 eV
Orbital gap (alpha / beta): 3.5456 / 3.2192 eV
Energy above the lowest of the compared OMol25 structures with the same formula, charge and spin: 3.310 eV
Largest force on an atom: 5.531 eV/Å



C6H12O | wB97M-V/def2-TZVPD

Each line ends with the Mulliken charge.
Atoms and positions in Å:
C  0.34582  -1.59058  2.39369  -0.75
C  1.46987  -1.04674  1.61833  -0.38
C  1.06749  -0.28576  -0.94595  -0.42
O  0.55184  0.38037  -2.10737  -0.46
C  -0.30444  1.18633  -1.28144  0.38
C  -1.70134  1.31092  -1.83062  -1.38
C  -0.06492  0.27725  -0.07071  -0.64
H  1.01135  -2.11176  3.12161  0.37
H  -0.21670  -2.38663  1.88612  0.25
H  -0.32176  -0.93410  2.97608  0.30
H  1.72150  -0.05342  2.05430  0.22
H  2.07784  0.06114  -0.68586  0.28
H  1.10790  -1.37273  -1.05430  0.34
H  0.14791  2.17932  -1.12117  0.28
H  -1.66634  1.78951  -2.81452  0.33
H  -2.32541  1.91864  -1.16226  0.34
H  -2.15251  0.31659  -1.93895  0.33
H  -0.88036  -0.43701  0.08660  0.22
H  0.13224  0.79866  0.87642  0.38

Output
HOMO energy: -8.77 eV
Energy: -8458.76727 eV
Orbital gap: 8.8156 eV
Energy above the lowest of the compared OMol25 structures with the same formula, charge and spin: 5.587 eV
Largest force on an atom: 0.709 eV/Å



C43H62N8O5S2SiSr | wB97M-V/def2-TZVPD

Each line ends with the Mulliken charge.
Atoms and positions in Å:
Sr  0.33849  0.40804  0.37477  0.22
C  -2.25869  4.17652  -4.65590  -0.84
S  -1.80068  4.89900  -3.07288  -0.10
C  -1.90577  3.49582  -1.92669  0.17
S  -2.79453  2.10101  -2.29277  -0.54
N  -1.25013  3.80487  -0.85758  -1.20
N  -1.18998  2.84638  0.14220  1.45
C  -1.90520  3.07878  1.16400  -1.92
C  -1.78069  2.36927  2.42569  0.47
C  -2.64555  2.60517  3.42568  -0.29
C  -2.41667  2.06487  4.75830  -0.69
C  -1.38279  1.26346  5.01043  -0.96
C  -0.48942  0.81794  3.89672  -0.55
N  -0.74142  1.44794  2.56872  1.70
H  -2.49711  5.01143  -5.31654  0.35
H  -3.12666  3.53432  -4.52108  0.28
H  -1.44336  3.59304  -5.08024  0.22
H  -2.60295  3.91805  1.16861  0.25
H  -3.50343  3.23872  3.23969  0.43
H  -3.07271  2.37491  5.56300  0.41
H  -1.14166  0.91971  6.00861  0.51
H  -0.47781  -0.27363  3.80630  0.16
O  -0.48211  -0.10667  -1.94711  -0.45
H  -1.02698  0.59239  -2.35327  -0.16
H  -1.09807  -0.85023  -1.81051  0.10
N  3.62901  -1.27827  1.25082  -0.16
C  2.72550  -0.93131  1.89188  -0.03
H  4.16394  -1.38526  0.40105  0.26
N  0.64030  1.99390  2.58014  -0.97
C  0.87344  1.43725  3.75507  1.18
C  1.99852  1.40764  4.58900  0.75
C  1.91545  0.73459  5.82725  -0.24
N  1.83244  0.17131  6.83530  -0.80
C  3.19912  2.06775  4.22735  0.18
N  4.18130  2.60723  3.94639  -0.77
C  2.24066  -3.96345  -1.97788  -1.37
C  3.06555  -2.70429  -2.09828  0.80
C  4.28982  -2.71336  -2.77817  -1.07
C  5.01678  -1.52927  -2.84311  0.60
C  6.35162  -1.49886  -3.55093  -1.69
C  4.54418  -0.35314  -2.26897  -1.00
C  3.27728  -0.26875  -1.59824  -2.07
C  2.60627  -1.53735  -1.53536  1.07
N  2.66519  0.74920  -0.98302  1.95
C  3.07589  2.15817  -0.98515  1.17
C  1.88229  2.95197  -1.55085  -0.50
C  2.06337  4.46467  -1.43074  0.86
C  2.26451  4.82383  0.04542  -1.37
C  3.50777  4.10993  0.58856  0.67
C  4.73282  4.52814  -0.22781  -1.81
C  4.51576  4.13508  -1.69259  0.55
C  3.29434  4.87595  -2.23925  -1.66
C  4.31368  2.61447  -1.79150  -2.56
C  3.31739  2.59574  0.46953  -0.66
H  2.74789  -4.81195  -2.44083  0.34
H  1.26863  -3.83891  -2.46188  0.20
H  2.04821  -4.21026  -0.93090  0.24
H  4.66681  -3.62446  -3.23164  0.19
H  6.61861  -2.48684  -3.93110  0.35
H  7.14617  -1.16816  -2.87729  0.33
H  6.33213  -0.80495  -4.39514  0.31
H  5.17860  0.50853  -2.37358  0.40
H  1.67741  -1.56667  -0.98301  0.29
H  0.97104  2.67580  -1.02048  -0.54
H  1.73022  2.65521  -2.59549  0.45
H  1.16859  4.96043  -1.81421  0.26
H  1.38146  4.52342  0.61848  0.03
H  2.37594  5.91024  0.15637  0.67
H  3.65748  4.36097  1.64159  0.56
H  5.62757  4.03331  0.16645  0.50
H  4.89552  5.61054  -0.15019  0.63
H  5.40211  4.40807  -2.27787  0.21
H  3.14398  4.62849  -3.29669  0.48
H  3.45364  5.95977  -2.17650  0.62
H  5.21402  2.13751  -1.39691  0.58
H  4.20275  2.32346  -2.84099  0.52
H  2.46877  2.29860  1.08672  -0.71
H  4.19165  2.06882  0.86768  0.61
C  -5.28003  0.29261  1.39028  -1.68
C  -4.56468  -1.01699  1.69361  1.61
C  -3.70994  -0.86838  2.95147  -1.01
C  -5.56558  -2.15834  1.85544  -1.79
O  -3.74601  -1.27788  0.55794  0.35
Si  -2.33099  -2.12733  0.47054  -2.82
O  -1.05361  -1.43168  1.03695  2.06
O  -2.67745  -3.58699  1.19739  -0.49
C  -1.71424  -4.52199  1.66730  2.18
C  -0.61270  -4.73087  0.62983  -1.22
C  -2.47483  -5.82558  1.89721  -2.05
C  -1.11579  -4.02048  2.97970  -1.55
O  -2.11679  -2.35721  -1.17370  2.10
C  -3.05094  -2.77505  -2.17158  1.48
C  -3.84557  -1.56299  -2.65423  -1.33
C  -3.99445  -3.84713  -1.63008  -1.54
C  -2.21023  -3.34747  -3.30691  -1.75
H  -5.93698  0.57877  2.21607  0.37
H  -5.87347  0.19335  0.47906  0.37
H  -4.54125  1.07985  1.22763  0.23
H  -4.31294  -0.53159  3.79783  0.62
H  -2.92186  -0.13445  2.77138  -0.05
H  -3.24604  -1.82241  3.20935  -0.02
H  -6.21930  -1.98159  2.71301  0.45
H  -5.02438  -3.09568  1.99814  0.09
H  -6.18426  -2.23763  0.95812  0.31
H  -1.04674  -5.04864  -0.32123  0.22
H  0.09086  -5.49647  0.96625  0.70
H  -0.06704  -3.79720  0.47544  -0.08
H  -2.88915  -6.18647  0.95269  0.38
H  -3.29836  -5.65058  2.59295  0.36
H  -1.81808  -6.59376  2.31218  0.37
H  -0.64390  -3.05087  2.80898  0.01
H  -0.37077  -4.72355  3.35985  0.50
H  -1.90359  -3.90996  3.72901  0.31
H  -4.34007  -1.08887  -1.80623  -0.09
H  -4.59306  -1.85999  -3.39462  0.47
H  -3.18306  -0.82752  -3.11649  0.27
H  -4.60093  -3.44188  -0.81849  0.09
H  -3.42242  -4.69220  -1.24214  0.24
H  -4.65654  -4.20039  -2.42363  0.53
H  -1.51188  -2.59031  -3.67000  0.25
H  -2.84511  -3.66892  -4.13602  0.38
H  -1.63339  -4.20289  -2.94692  0.32

Output
HOMO energy: -1.72 eV
Energy: -98148.31637 eV
Net charge: -2
Orbital gap: 5.7201 eV
Largest force on an atom: 0.624 eV/Å



C10H30N2O4 | wB97M-V/def2-TZVPD

Each line ends with the Mulliken charge.
Atoms and positions in Å:
C  1.89699  -3.09034  3.00407  -0.72
O  0.62962  -3.63233  2.70975  -0.35
C  0.33033  -3.53548  1.31741  -0.59
C  -1.08013  -4.03254  1.02328  0.90
C  -1.43755  -3.80932  -0.41172  -1.49
N  -1.99818  -3.44307  1.98786  -0.81
H  1.92593  -2.04135  2.70160  0.28
H  2.68325  -3.63430  2.46644  0.29
H  2.07871  -3.22110  4.06652  0.26
H  0.59754  -2.57629  0.86437  0.18
H  0.97999  -4.32868  0.91369  0.35
H  -0.96877  -5.11245  1.22188  0.16
H  -2.32013  -4.34757  -0.76214  0.43
H  -0.59320  -3.89653  -1.09716  0.29
H  -1.76660  -2.77895  -0.60800  0.36
H  -1.63088  -3.61599  2.91661  0.24
H  -2.94568  -3.79552  1.96920  0.24
C  3.05183  3.41877  0.53596  -0.73
O  1.95918  4.25194  0.77990  -0.32
C  0.68653  3.69746  0.63217  -0.64
C  -0.34170  4.78905  0.96670  0.44
C  -1.76550  4.25395  0.87365  -1.44
N  -0.19934  6.01890  0.22071  -0.72
H  3.96043  4.01622  0.61016  0.30
H  2.90234  2.72307  -0.29451  0.28
H  3.20145  2.75219  1.41979  0.25
H  0.47272  3.24433  -0.34987  0.30
H  0.60337  2.87108  1.36132  0.36
H  -0.23201  4.93833  2.04663  0.25
H  -2.04544  3.85508  -0.10617  0.33
H  -2.47576  4.99471  1.23725  0.32
H  -1.93060  3.38958  1.52866  0.39
H  0.73590  6.40034  0.34086  0.33
H  -0.20585  5.75334  -0.76644  0.28
C  0.15501  -0.20385  -0.98420  -0.39
O  -0.09488  0.27158  -2.28964  -0.57
H  0.96307  -0.94453  -1.03927  0.23
H  0.43580  0.62682  -0.33522  0.15
H  -0.72629  -0.64980  -0.50867  0.22
H  -0.53657  -0.42388  -2.79985  0.36
C  -0.91003  -1.22818  -4.67799  -0.86
O  -0.79680  -2.14646  -3.59569  -0.44
H  -1.09291  -1.80219  -5.59518  0.34
H  -1.78768  -0.57573  -4.64418  0.32
H  -0.08821  -0.53484  -4.88417  0.32
H  -0.27931  -2.86547  -3.96637  0.30

Output
HOMO energy: -9.04 eV
Energy: -22023.93611 eV
Orbital gap: 9.6294 eV
Energy above the lowest of the compared OMol25 structures with the same formula, charge and spin: 1.335 eV
Largest force on an atom: 2.290 eV/Å



Question: Look up the energy of the sixth one.
Answer: -22023.93611 eV